Run i
31
Properties=species:S:1:pos:R:3 method="wB97M-V/def2-TZVPD" lumo_ha="-0.306 / -0.306" total_charge=+2 orbital_gap_ev="6.44 / 6.44"
Tc -0.05 1.17 0.03
N 1.94 0.82 0.71
C 1.94 -0.19 1.81
C 0.63 -0.08 2.58
O 0.55 -0.35 3.75
N -0.43 0.34 1.78
C -1.56 0.94 2.48
C -1.61 2.40 2.07
O -2.10 3.32 2.60
O -0.98 2.51 0.80
H 2.63 0.58 -0.01
H 2.27 1.71 1.09
H 2.77 -0.05 2.49
H 2.02 -1.19 1.38
H -1.45 0.85 3.56
H -2.51 0.50 2.19
S 0.20 3.77 -3.40
As -1.84 3.05 -4.25
S -2.38 2.97 -1.99
S -0.44 2.17 -2.16
S -0.95 0.94 -3.78
C 1.49 -2.71 -1.64
S 0.24 -2.06 -0.54
C -1.19 -2.94 -1.15
O 0.00 -0.60 -1.08
H 1.25 -2.43 -2.67
H 1.50 -3.79 -1.52
H 2.46 -2.30 -1.35
H -1.06 -3.99 -0.90
H -1.28 -2.80 -2.23
H -2.06 -2.55 -0.63

***

Run ii
31
Properties=species:S:1:pos:R:3 method="wB97M-V/def2-TZVPD" lumo_ha=-0.305 total_charge=+2 orbital_gap_ev=6.46
Tc -0.58 -0.98 0.29
N -2.24 0.02 -0.61
C -2.23 1.47 -0.27
C -1.59 1.68 1.09
O -1.92 2.60 1.80
N -0.65 0.73 1.40
C -0.34 0.54 2.80
C -0.69 -0.88 3.16
O -0.92 -1.38 4.19
O -0.70 -1.67 1.95
H -2.35 -0.12 -1.62
H -3.08 -0.40 -0.21
H -3.24 1.88 -0.26
H -1.65 2.01 -1.02
H -0.89 1.23 3.44
H 0.72 0.65 3.02
S -1.07 -4.80 -1.40
As 1.14 -5.45 -1.16
S 0.94 -4.27 0.82
S -0.03 -3.13 -0.65
S 1.53 -3.33 -2.02
C 1.45 1.56 -2.73
S 1.11 1.35 -1.00
C 2.75 1.49 -0.34
O 0.84 -0.21 -0.91
H 2.13 0.78 -3.06
H 1.90 2.55 -2.84
H 0.50 1.52 -3.27
H 3.06 2.53 -0.46
H 3.41 0.81 -0.87
H 2.69 1.25 0.72

***

Most stable structure, least stable structure: run ii, run i.

***

Run i
11
Properties=species:S:1:pos:R:3 method="wB97M-V/def2-TZVPD" lumo_ha=-0.040 total_charge=0 orbital_gap_ev=7.09
C 0.66 0.81 0.29
C -0.64 1.00 -0.07
C 1.12 -0.68 0.17
N -0.03 -1.46 -0.12
N -1.46 0.13 -0.52
I -3.33 -0.05 0.31
H 1.36 1.51 0.44
H -1.13 1.96 0.16
H 1.87 -0.68 -0.70
H 1.46 -1.04 1.16
H 0.11 -1.49 -1.12

***

Run ii
11
Properties=species:S:1:pos:R:3 method="wB97M-V/def2-TZVPD" smiles="[H]/N=C/C(I)=N/C" lumo_ha=0.019 total_charge=0 orbital_gap_ev=9.37
C 1.44 -1.75 0.02
C 0.28 -0.35 0.57
C -0.97 1.60 0.10
N 1.31 -2.11 -1.14
N -0.13 0.50 -0.20
I -0.05 -0.56 2.69
H 2.04 -2.04 0.88
H -1.89 1.49 -0.48
H -0.47 2.52 -0.22
H -1.22 1.67 1.17
H 1.89 -2.86 -1.50

***

Run iii
11
Properties=species:S:1:pos:R:3 method="wB97M-V/def2-TZVPD" lumo_ha="0.019 / 0.022" total_charge=0 orbital_gap_ev="8.27 / 8.29"
C 0.27 0.12 -0.47
C -0.14 -0.61 0.89
C -0.48 -0.36 -1.64
N -1.08 -1.63 0.66
N -1.56 -1.93 -0.36
I 0.49 -1.37 -3.20
H 0.09 1.18 -0.30
H 1.34 -0.04 -0.60
H 0.73 -1.06 1.37
H -0.59 0.09 1.59
H -1.36 0.17 -1.96

***

Most stable structure, least stable structure: run ii, run i.

***

Run i
48
Properties=species:S:1:pos:R:3 method="wB97M-V/def2-TZVPD" lumo_ha=0.022 total_charge=0 orbital_gap_ev=8.95
C 1.02 0.59 -2.51
H 0.78 0.01 -3.44
H 0.43 1.46 -2.63
H 0.41 0.04 -1.82
C 2.37 0.78 -2.42
C 3.35 1.32 -3.47
H 3.38 0.69 -4.25
H 2.84 2.11 -3.84
H 4.33 1.28 -3.24
O 3.01 -0.53 -1.91
C 3.11 -1.06 -0.45
C 3.24 -2.55 -0.46
H 3.44 -2.52 0.48
H 3.98 -2.77 -1.01
C 1.83 -3.19 -0.77
N 1.08 -2.91 0.44
C -0.15 -2.03 0.35
O -0.49 -1.51 -0.58
C -0.93 -2.23 1.81
O -0.23 -2.65 2.82
N -1.96 -1.47 1.61
H -1.99 -1.01 0.91
C -2.65 -1.09 2.95
C -2.46 0.52 3.16
C -3.47 1.01 1.86
O -3.02 0.91 0.68
C -2.05 1.91 -0.13
C -2.64 2.97 -0.33
H -1.85 3.69 -1.10
H -3.59 3.06 -0.79
H -2.73 3.63 0.50
C -0.73 1.86 0.55
H 0.01 2.40 0.07
H -0.28 1.02 0.82
H -0.77 2.53 1.54
H -1.84 1.04 -0.83
H -4.54 0.94 1.89
H -3.10 2.45 2.31
H -3.05 0.73 4.03
H -1.41 0.70 3.15
H -2.27 -1.38 3.84
H -3.49 -1.30 2.85
H 1.26 -3.33 1.27
H 1.48 -2.61 -1.65
H 2.15 -4.31 -0.89
H 1.93 -0.50 -0.03
H 3.78 -0.22 0.01
H 2.50 1.54 -1.37

***

Run ii
48
Properties=species:S:1:pos:R:3 method="wB97M-V/def2-TZVPD" smiles="CCCCNC(=O)OC[C@H](CC)NC(=O)OCC(C)C" lumo_ha=0.013 total_charge=0 orbital_gap_ev=9.36
C -4.36 -1.89 -2.47
C -3.53 -1.63 -1.25
C -4.43 -1.74 -0.06
H -5.38 -1.18 -0.12
C -3.83 -1.80 1.13
N -3.41 -0.36 1.48
C -2.14 -0.09 1.48
O -1.17 -0.75 1.12
O -1.94 1.40 1.22
C -0.51 1.84 1.27
H 0.01 1.53 2.02
C 0.01 1.91 -0.21
N 0.84 0.38 -0.38
C 2.14 0.60 -0.59
O 2.79 1.46 -1.03
O 2.47 -0.80 -0.52
C 3.95 -1.15 -0.89
C 4.65 -1.52 0.37
C 4.78 -0.28 1.31
H 5.09 0.58 1.12
H 3.61 -0.18 1.60
H 5.11 -0.63 2.40
C 6.11 -1.70 -0.05
H 6.61 -2.13 0.93
H 6.62 -0.77 -0.74
H 6.21 -2.57 -0.88
H 4.20 -2.54 0.67
H 3.99 -1.59 -1.76
H 4.27 -0.09 -1.21
H 0.39 -0.32 0.12
C -0.86 2.14 -1.31
C -1.60 3.36 -1.32
H -2.16 3.57 -2.05
H -2.22 3.33 -0.33
H -0.87 4.12 -1.16
H -1.57 1.43 -1.21
H -0.29 1.96 -2.36
H 0.89 2.62 0.12
H -0.67 2.96 1.62
H -4.13 0.62 1.51
H -4.44 -1.92 2.29
H -3.12 -2.21 1.58
H -5.08 -2.89 -0.02
H -3.37 -0.73 -1.22
H -2.92 -2.21 -1.24
H -5.12 -1.30 -2.67
H -4.68 -3.03 -2.54
H -3.62 -1.87 -3.36

***

Most stable structure, least stable structure: run ii, run i.

***

Run i
18
Properties=species:S:1:pos:R:3 method="wB97M-V/def2-TZVPD" lumo_ha=0.025 total_charge=0 orbital_gap_ev=9.61
C 2.57 -1.24 -0.06
C -0.32 2.53 0.83
C -1.06 -1.58 -0.45
C -0.21 -0.12 -0.14
O -2.38 1.25 -0.62
O -2.34 -1.59 0.01
S 1.27 -0.48 1.12
S -1.44 1.05 0.51
H 2.06 -1.21 -1.06
H 2.79 -2.24 0.29
H 3.60 -0.72 -0.14
H 0.40 2.49 1.68
H -0.98 3.42 1.11
H 0.28 2.92 0.05
H -1.10 -1.53 -1.62
H -0.43 -2.40 -0.20
H 0.21 0.37 -1.02
H -2.92 -0.92 -0.28

***

Run ii
18
Properties=species:S:1:pos:R:3 method="wB97M-V/def2-TZVPD" lumo_ha=-0.166 total_charge=0 orbital_gap_ev=3.97
C 2.33 0.52 0.83
C 2.51 -0.41 -0.32
O 2.86 -0.18 -1.41
C 1.86 -0.24 2.07
S 0.13 -0.62 2.06
S -2.07 -0.24 -1.95
C -0.96 -0.43 -0.65
H 2.01 1.49 0.51
H 3.41 0.09 0.58
H 2.20 -1.44 -0.06
H 2.52 -1.14 2.10
H 2.21 0.26 2.97
H -1.38 0.07 0.27
H -0.95 -1.48 -0.41
H 0.04 -0.08 -0.78
H -3.24 1.30 -1.03
H -4.36 2.33 -1.14
O -3.63 2.06 -0.59

***

Most stable structure, least stable structure: run i, run ii.

***

Run i
26
Properties=species:S:1:pos:R:3 method="wB97M-V/def2-TZVPD" smiles="[H]/N=C(/N)NCCC[C@H](N)C(=O)O" lumo_ha=0.012 total_charge=0 orbital_gap_ev=8.91
C -0.10 -1.97 -0.13
C 1.36 -2.45 -0.41
C -0.09 -0.83 0.92
C 0.86 0.39 0.84
C 0.91 1.03 -0.55
C -0.93 2.84 -0.61
H -1.87 -2.86 0.14
H -0.72 -3.04 1.38
H -0.53 -1.55 -1.07
H 0.13 -1.42 1.77
H -1.21 -0.53 0.99
H 0.65 1.03 1.73
H 1.95 0.06 1.05
H 1.22 0.32 -1.31
H 1.54 1.98 -0.55
H -1.22 0.93 -1.19
H -2.33 2.75 -1.96
H 0.31 3.23 1.06
H -0.99 4.32 0.67
H 0.74 -4.19 -0.39
N -0.85 -3.09 0.37
N -0.44 1.59 -0.98
N -1.99 3.24 -1.16
N -0.31 3.65 0.34
O 2.30 -1.69 -0.39
O 1.62 -3.75 -0.54

***

Run ii
26
Properties=species:S:1:pos:R:3 method="wB97M-V/def2-TZVPD" lumo_ha=0.014 total_charge=0 orbital_gap_ev=8.90
C 1.22 -0.54 0.80
C 1.48 -0.45 -0.80
C 0.92 -1.38 -1.91
C -0.66 -1.29 -1.34
C -1.44 0.75 -0.18
C 1.81 1.01 1.43
H -0.72 -0.09 1.69
H 0.11 -1.25 2.33
H 1.91 -1.44 0.87
H 2.54 -0.59 -0.76
H 1.47 0.72 -1.29
H 1.41 -2.29 -1.75
H 1.25 -0.70 -2.83
H -0.81 -1.45 -0.14
H -1.45 -1.67 -2.07
H 0.00 0.90 -1.45
H -3.44 -0.12 0.15
H -2.61 0.53 1.53
H -2.43 2.75 0.40
H 0.19 1.91 0.99
N -0.10 -0.80 1.42
N -0.91 0.20 -1.23
N -2.46 0.07 0.53
N -1.36 2.08 0.30
O 1.11 2.12 1.33
O 2.96 1.03 1.96

***

Most stable structure, least stable structure: run i, run ii.

***

Run i
18
Properties=species:S:1:pos:R:3 method="wB97M-V/def2-TZVPD" lumo_ha=0.028 total_charge=0 orbital_gap_ev=9.48
C 2.57 -0.60 1.06
C 0.27 0.22 -0.39
C -0.39 0.27 -1.80
C -0.50 -1.18 -0.39
C -2.01 1.25 0.87
H 2.08 -1.50 1.21
H 2.43 0.07 1.91
H 3.72 -0.72 0.98
H -0.95 1.21 -2.08
H 0.34 0.01 -2.52
H 0.14 -2.06 -0.56
H -1.15 -1.39 0.49
H -2.45 0.88 -0.08
H -2.49 2.17 1.11
H -2.27 0.45 1.60
O -1.22 -0.83 -1.59
S 2.10 0.14 -0.51
S -0.25 1.61 0.68

***

Run ii
18
Properties=species:S:1:pos:R:3 method="wB97M-V/def2-TZVPD" smiles="CSC(C)(C)C(O)=S" lumo_ha=0.017 total_charge=0 orbital_gap_ev=9.17
C 2.93 -0.36 -0.59
C 0.16 -0.34 0.17
C -0.21 -1.71 -0.40
C 0.74 -0.56 1.57
C -1.12 0.56 0.15
H 2.76 -1.44 -0.36
H 3.54 0.05 0.21
H 3.46 -0.32 -1.53
H 0.65 -2.31 -0.61
H -0.79 -2.27 0.27
H -0.83 -1.60 -1.38
H -0.04 -1.17 2.08
H 0.90 0.36 2.12
H 1.70 -1.13 1.55
H 0.18 1.93 0.37
O -0.81 1.81 0.36
S 1.38 0.48 -0.94
S -2.64 0.02 0.25

***

Most stable structure, least stable structure: run ii, run i.